240
Properties=species:S:1:pos:R:3 method="wB97M-V/def2-TZVPD" total_energy_ha=-3874.036906 e_above_lowest_kj_mol=425.8
C 25.647 17.598 18.422
C 25.339 16.119 18.702
C 25.284 15.189 17.452
C 26.655 14.678 16.965
C 27.403 14.077 18.126
C 27.489 14.968 19.368
N 26.133 15.473 19.686
O 26.043 16.104 20.907
C 27.902 14.041 20.550
C 28.513 16.098 19.247
C 23.893 16.152 19.149
H 26.359 17.619 17.621
H 26.163 18.109 19.202
H 24.742 18.101 18.061
H 24.828 14.303 17.853
H 24.610 15.729 16.740
H 27.189 15.558 16.662
H 26.586 14.073 16.094
H 28.483 13.775 17.950
H 26.885 13.138 18.430
H 27.860 14.706 21.437
H 27.146 13.244 20.660
H 28.888 13.614 20.517
H 28.249 16.691 18.346
H 28.511 16.689 20.191
H 29.545 15.670 19.147
H 23.778 16.927 19.965
H 23.543 15.158 19.493
H 23.244 16.349 18.284
H 26.331 17.007 20.721
C 17.899 4.731 12.035
C 19.117 4.705 12.934
C 19.929 5.999 12.681
C 21.002 6.240 13.784
C 20.265 6.236 15.135
C 19.477 4.967 15.441
N 18.621 4.800 14.311
O 17.714 3.667 14.546
C 20.441 3.835 15.785
C 18.583 5.325 16.713
C 20.025 3.546 12.585
H 17.346 5.656 11.963
H 17.200 3.846 12.273
H 18.301 4.594 11.033
H 20.358 5.849 11.677
H 19.261 6.833 12.840
H 21.513 7.190 13.550
H 21.776 5.475 13.827
H 19.637 7.103 15.065
H 20.981 6.356 15.971
H 19.939 2.907 15.439
H 21.287 3.787 15.122
H 20.786 3.840 16.847
H 17.897 6.141 16.468
H 18.009 4.492 17.139
H 19.346 5.691 17.447
H 20.156 3.724 11.523
H 19.618 2.546 12.718
H 21.007 3.613 13.001
H 16.887 4.095 14.759
C 17.755 17.863 14.613
C 18.493 16.547 14.712
C 17.950 15.442 13.828
C 18.291 15.516 12.419
C 19.796 15.614 12.275
C 20.312 16.858 12.990
N 19.971 16.711 14.386
O 20.484 17.848 15.049
C 21.881 16.816 13.076
C 19.954 18.143 12.286
C 18.440 16.040 16.195
H 18.445 18.706 14.802
H 16.920 17.988 15.287
H 17.300 17.995 13.665
H 18.357 14.477 14.081
H 16.885 15.415 13.943
H 17.869 16.409 11.971
H 17.932 14.726 11.792
H 19.984 15.660 11.248
H 20.334 14.751 12.648
H 22.352 17.723 13.505
H 22.131 15.965 13.719
H 22.331 16.799 12.071
H 20.656 18.949 12.514
H 20.021 17.920 11.222
H 18.953 18.499 12.436
H 17.412 15.699 16.273
H 18.600 16.852 16.872
H 19.094 15.278 16.508
H 20.613 17.687 16.020
C 28.415 9.168 15.633
C 27.263 9.845 14.890
C 27.780 10.342 13.511
C 27.917 9.204 12.494
C 26.542 8.607 12.263
C 26.008 7.979 13.590
N 26.095 8.986 14.633
O 25.656 8.453 15.901
C 24.557 7.536 13.483
C 26.868 6.710 13.910
C 26.835 11.078 15.788
H 29.026 9.989 16.017
H 29.086 8.679 14.932
H 27.969 8.505 16.376
H 27.122 11.177 13.159
H 28.673 10.888 13.765
H 28.561 8.426 12.955
H 28.434 9.790 11.721
H 26.547 7.847 11.497
H 25.769 9.385 11.992
H 24.325 7.028 12.542
H 24.280 6.804 14.266
H 23.891 8.434 13.486
H 26.402 5.829 13.430
H 27.932 6.773 13.736
H 26.725 6.531 14.980
H 27.678 11.797 15.966
H 26.631 10.771 16.778
H 25.957 11.604 15.462
H 24.883 8.938 16.134
C 22.956 12.771 9.527
C 21.724 12.011 8.890
C 22.196 11.558 7.512
C 23.112 10.325 7.629
C 22.486 9.147 8.408
C 21.962 9.651 9.809
N 21.151 10.881 9.587
O 20.686 11.342 10.865
C 21.060 8.524 10.429
C 23.185 9.912 10.747
C 20.543 13.079 8.724
H 22.952 13.808 9.155
H 23.936 12.404 9.317
H 22.806 12.759 10.603
H 21.360 11.229 6.845
H 22.626 12.431 7.019
H 24.103 10.685 7.999
H 23.332 10.082 6.571
H 23.126 8.256 8.655
H 21.615 8.737 7.837
H 20.139 8.297 9.860
H 21.772 7.672 10.695
H 20.597 8.965 11.383
H 23.850 10.671 10.417
H 22.829 10.194 11.742
H 23.647 8.930 10.927
H 20.785 13.885 8.053
H 20.356 13.556 9.674
H 19.655 12.498 8.444
H 21.415 11.138 11.515
C 15.742 12.097 15.985
C 14.998 11.099 15.077
C 14.476 11.904 13.755
C 13.999 10.941 12.694
C 15.140 9.921 12.411
C 15.562 9.105 13.626
N 15.981 10.110 14.665
O 16.354 9.332 15.811
C 14.536 8.052 14.021
C 16.867 8.421 13.236
C 13.751 10.673 15.838
H 16.668 12.434 15.544
H 16.015 11.714 16.978
H 15.141 12.957 16.238
H 13.717 12.653 14.057
H 15.380 12.393 13.385
H 13.658 11.452 11.805
H 13.083 10.418 13.010
H 16.054 10.422 12.157
H 14.917 9.299 11.550
H 14.940 7.395 14.803
H 13.647 8.398 14.445
H 14.248 7.483 13.078
H 16.666 7.931 12.301
H 17.552 9.201 12.924
H 17.324 7.708 13.915
H 12.972 10.001 15.382
H 13.245 11.506 16.238
H 14.125 10.147 16.716
H 17.057 9.869 16.199
C 17.601 13.125 21.362
C 17.668 12.753 19.860
C 18.855 11.980 19.367
C 19.070 10.611 19.900
C 17.817 9.750 19.683
C 16.532 10.412 20.059
N 16.516 11.855 19.563
O 15.314 12.466 20.023
C 15.318 9.754 19.285
C 16.166 10.224 21.519
C 17.566 13.994 18.926
H 17.916 12.288 22.023
H 16.581 13.363 21.636
H 18.239 13.967 21.676
H 18.657 11.868 18.301
H 19.702 12.668 19.525
H 19.291 10.704 20.990
H 19.923 10.103 19.358
H 17.839 8.848 20.286
H 17.725 9.509 18.630
H 14.421 10.114 19.738
H 15.390 10.026 18.253
H 15.381 8.680 19.433
H 15.705 11.172 21.929
H 15.499 9.408 21.791
H 17.033 10.197 22.194
H 16.867 14.819 19.279
H 17.245 13.670 17.929
H 18.553 14.476 18.877
H 14.657 12.180 19.343
C 19.835 10.545 16.102
C 20.113 11.638 15.093
C 20.126 12.968 15.792
C 21.418 13.384 16.473
C 22.636 13.174 15.615
C 22.705 11.818 14.946
N 21.406 11.537 14.368
O 21.556 10.183 13.929
C 23.763 11.914 13.826
C 23.134 10.940 16.136
C 18.930 11.660 14.056
H 19.994 9.606 15.605
H 18.774 10.578 16.453
H 20.535 10.608 16.924
H 19.885 13.786 15.068
H 19.378 13.005 16.565
H 21.514 13.007 17.501
H 21.365 14.459 16.673
H 23.502 13.289 16.238
H 22.616 13.980 14.899
H 23.260 12.388 13.036
H 24.517 12.538 14.188
H 24.157 10.927 13.654
H 23.015 9.834 15.965
H 24.196 11.197 16.440
H 22.515 11.206 16.987
H 18.819 10.748 13.443
H 18.896 12.491 13.342
H 17.986 11.806 14.545
H 21.853 9.677 14.659